Version i
{
  "formula": "C3H7ClOS",
  "method": "the ωB97M-V functional and the def2-TZVPD basis",
  "homo_lumo_gap_ev": [8.4, 8.4],
  "total_charge": 0,
  "symbols": ["Cl", "S", "O", "C", "C", "C", "H", "H", "H", "H", "H", "H", "H"],
  "coordinates": [[-3.52, 1.42, 0.73], [-1.60, 2.28, 0.43], [-0.96, 2.58, 1.75], [0.11, -0.26, 1.20], [0.02, 0.22, -1.24], [-0.69, 0.01, 0.02], [-0.24, -1.07, 1.75], [1.02, 0.84, -1.18], [0.06, 0.50, 1.99], [-1.65, -0.46, -0.18], [-0.59, 0.61, -1.94], [1.19, -0.24, 1.02], [0.27, -0.83, -1.68]]
}

Version ii
{
  "formula": "C3H7ClOS",
  "method": "the ωB97M-V functional and the def2-TZVPD basis",
  "homo_lumo_gap_ev": 9.9,
  "total_charge": 0,
  "smiles": "ClC1COC1.S",
  "symbols": ["Cl", "S", "O", "C", "C", "C", "H", "H", "H", "H", "H", "H", "H"],
  "coordinates": [[-0.47, 2.65, -0.27], [-0.40, -1.43, -1.75], [0.80, -0.36, 1.30], [0.97, 0.22, 0.00], [-0.30, 0.51, 1.59], [-0.39, 0.92, 0.11], [-0.01, 1.34, 2.24], [-0.30, -2.57, -1.04], [-1.16, -0.02, 2.01], [1.81, 0.92, -0.04], [-0.41, -2.08, -2.93], [1.07, -0.53, -0.79], [-1.19, 0.42, -0.43]]
}

Winner for stability: version ii

Version i
{
  "formula": "C3H11NO2S",
  "method": "the ωB97M-V functional and the def2-TZVPD basis",
  "homo_lumo_gap_ev": 9.7,
  "total_charge": 0,
  "smiles": "N[C@@H](CO)CS.O",
  "symbols": ["S", "O", "O", "N", "C", "C", "C", "H", "H", "H", "H", "H", "H", "H", "H", "H", "H", "H"],
  "coordinates": [[-0.57, -0.33, -2.47], [-1.27, -2.14, 2.47], [2.36, 4.79, -1.21], [0.74, -1.73, 0.35], [-1.20, -1.02, 1.61], [-0.62, -1.14, 0.25], [-0.77, 0.16, -0.50], [-0.69, -0.20, 2.17], [0.08, 0.77, -0.23], [-1.21, -2.05, -0.21], [1.40, -0.91, 0.49], [-1.85, 0.50, -0.47], [1.64, 4.42, -1.80], [-0.42, -2.62, 2.32], [0.66, 0.35, -2.48], [3.11, 4.21, -1.36], [-2.25, -0.73, 1.54], [0.85, -2.33, -0.47]]
}

Version ii
{
  "formula": "C3H11NO2S",
  "method": "the ωB97M-V functional and the def2-TZVPD basis",
  "homo_lumo_gap_ev": 9.9,
  "total_charge": 0,
  "smiles": "OCNCCS.O",
  "symbols": ["S", "O", "O", "N", "C", "C", "C", "H", "H", "H", "H", "H", "H", "H", "H", "H", "H", "H"],
  "coordinates": [[-1.82, 0.62, -2.33], [1.20, -1.38, -2.40], [0.92, -1.39, 1.72], [0.34, 0.82, 1.34], [-0.57, 0.61, 0.15], [-0.61, 1.51, -1.08], [0.29, -0.33, 2.21], [-0.42, -0.36, -0.23], [-1.63, -0.51, -1.69], [0.34, -1.36, -2.78], [0.74, -0.09, 3.26], [0.35, 1.71, -1.49], [1.33, 0.98, 0.94], [-1.62, 0.63, 0.52], [-1.03, 2.51, -0.95], [1.04, -1.80, -1.51], [-0.73, -0.73, 2.40], [1.90, -1.44, 1.94]]
}

Winner for stability: version i

Version i
{
  "formula": "C2H4Cl2N2",
  "method": "the ωB97M-V functional and the def2-TZVPD basis",
  "homo_lumo_gap_ev": 8.5,
  "total_charge": 0,
  "symbols": ["Cl", "Cl", "N", "N", "C", "C", "H", "H", "H", "H"],
  "coordinates": [[1.41, -0.04, 1.76], [-1.03, -0.31, -1.73], [1.37, 0.67, -1.28], [-1.60, -1.18, 1.34], [0.32, -0.35, 0.55], [0.37, 0.01, -0.69], [2.20, 0.20, -1.26], [1.20, 0.80, -2.25], [-1.94, -0.28, 1.51], [-1.30, -1.37, 2.27]]
}

Version ii
{
  "formula": "C2H4Cl2N2",
  "method": "the ωB97M-V functional and the def2-TZVPD basis",
  "homo_lumo_gap_ev": 10.4,
  "total_charge": 0,
  "smiles": "[H]/N=C(/CCl)NCl",
  "symbols": ["Cl", "Cl", "N", "N", "C", "C", "H", "H", "H", "H"],
  "coordinates": [[-1.24, -1.83, -1.60], [1.17, 2.14, -0.49], [0.61, -1.44, 0.65], [-0.67, -0.28, -1.13], [0.23, -0.36, 0.25], [0.48, 1.01, 0.76], [-1.51, 0.25, -0.89], [1.28, 1.18, 1.45], [0.10, -2.20, 0.09], [-0.45, 1.53, 0.91]]
}

Winner for stability: version ii

Version i
{
  "formula": "C5H6N2OS",
  "method": "the ωB97M-V functional and the def2-TZVPD basis",
  "homo_lumo_gap_ev": 7.2,
  "total_charge": 0,
  "smiles": "C#S(=O)c1[nH]cnc1C",
  "symbols": ["S", "O", "N", "N", "C", "C", "C", "C", "C", "H", "H", "H", "H", "H", "H"],
  "coordinates": [[-2.10, 0.40, 0.26], [-2.51, -0.38, 1.45], [0.18, -1.08, 1.23], [2.01, -0.72, 0.07], [0.01, 0.02, 0.44], [1.53, 1.09, -1.49], [1.16, 0.23, -0.33], [1.46, -1.54, 0.91], [-3.53, 1.20, -0.42], [1.28, 2.17, -1.30], [-4.26, 0.66, 0.23], [2.08, -2.35, 1.29], [2.53, 1.01, -1.75], [-0.70, -1.53, 1.61], [0.87, 0.83, -2.21]]
}

Version ii
{
  "formula": "C5H6N2OS",
  "method": "the ωB97M-V functional and the def2-TZVPD basis",
  "homo_lumo_gap_ev": 9.1,
  "total_charge": 0,
  "symbols": ["S", "O", "N", "N", "C", "C", "C", "C", "C", "H", "H", "H", "H", "H", "H"],
  "coordinates": [[-1.05, 0.61, -1.59], [-1.75, -1.25, 1.39], [0.96, 0.23, 2.47], [0.73, -1.31, -1.25], [0.35, -0.40, 1.65], [0.30, 1.84, -1.17], [-0.56, -0.91, 0.79], [-0.46, -0.93, -0.69], [1.72, -1.39, -1.84], [0.45, 2.39, -2.06], [1.76, -0.14, 3.16], [-1.27, -1.71, -1.00], [0.07, 2.41, -0.38], [1.25, 1.20, -1.00], [-2.50, -0.65, 1.50]]
}

Version iii
{
  "formula": "C5H6N2OS",
  "method": "the ωB97M-V functional and the def2-TZVPD basis",
  "homo_lumo_gap_ev": [4.8, 4.1],
  "total_charge": 0,
  "symbols": ["S", "O", "N", "N", "C", "C", "C", "C", "C", "H", "H", "H", "H", "H", "H"],
  "coordinates": [[-2.03, 0.79, -2.56], [0.00, -0.37, 1.56], [-1.65, -1.08, -0.73], [-1.56, 0.02, -1.10], [1.24, 0.05, -0.29], [-0.93, 1.13, -0.29], [0.24, 0.71, 0.63], [1.54, -1.23, 0.22], [0.74, -1.39, 1.34], [0.63, 1.59, 1.26], [-1.78, 1.58, 0.25], [2.20, -1.98, -0.08], [0.48, -2.29, 1.94], [-0.65, 1.88, -0.97], [1.53, 0.59, -1.18]]
}

Winner for stability: version ii

Version i
{
  "formula": "C6H15N",
  "method": "the ωB97M-V functional and the def2-TZVPD basis",
  "multiplicity": 2,
  "homo_lumo_gap_ev": [12.5, 8.0],
  "total_charge": 1,
  "symbols": ["N", "C", "C", "C", "C", "C", "C", "H", "H", "H", "H", "H", "H", "H", "H", "H", "H", "H", "H", "H", "H", "H"],
  "coordinates": [[1.13, 0.10, 0.62], [0.49, -1.08, 0.00], [0.43, 1.18, 1.29], [-1.81, -1.75, -0.78], [-0.75, -0.61, -0.78], [-0.37, -0.11, -2.17], [1.33, 1.95, 2.23], [-1.20, 0.29, -2.74], [-1.29, -2.70, -1.00], [0.18, -0.90, -2.68], [1.23, -1.56, -0.65], [-2.45, -1.58, -1.66], [0.33, 0.73, -1.97], [1.94, 2.67, 1.69], [0.05, 1.81, 0.47], [1.98, 1.23, 2.74], [-2.48, -1.88, 0.06], [1.95, 0.55, 0.20], [0.76, 2.57, 2.92], [0.36, -1.88, 0.74], [-0.46, 0.78, 1.79], [-1.34, 0.18, -0.33]]
}

Version ii
{
  "formula": "C6H15N",
  "method": "the ωB97M-V functional and the def2-TZVPD basis",
  "multiplicity": 2,
  "homo_lumo_gap_ev": [9.6, 8.2],
  "total_charge": 1,
  "symbols": ["N", "C", "C", "C", "C", "C", "C", "H", "H", "H", "H", "H", "H", "H", "H", "H", "H", "H", "H", "H", "H", "H"],
  "coordinates": [[0.98, -0.53, 0.07], [-1.47, -0.11, 0.34], [-0.25, -0.41, -0.56], [4.31, 0.92, 1.55], [-0.32, -0.70, -2.03], [-2.22, -1.43, 0.33], [-2.25, 1.12, -0.16], [4.35, 2.03, 1.63], [-1.60, -2.23, 0.72], [0.63, 0.49, -0.11], [-3.13, -1.41, 0.96], [-3.16, 1.25, 0.43], [5.23, 0.63, 1.02], [-0.90, -0.07, -2.69], [-2.70, -1.65, -0.63], [-0.60, -1.74, -2.20], [-1.00, 0.01, 1.31], [-1.70, 2.04, 0.07], [-2.53, 0.97, -1.20], [0.67, -0.30, -2.30], [4.23, 0.40, 2.49], [3.43, 0.72, 0.93]]
}

Winner for stability: version i